(1)
C4H9NO in the gas phase in a non-equilibrium geometry, computed with ωB97M-V/def2-TZVPD.

Geometry (Å):
C1 0.13 2.31 -0.27
C2 0.68 0.90 0.06
C3 -0.19 -0.07 0.84
C4 -0.21 -1.49 -0.25
N1 -0.67 -2.78 -0.11
O1 0.43 -1.31 -1.27
H1 0.73 2.77 -1.06
H2 0.11 3.04 0.55
H3 -0.90 2.24 -0.65
H4 0.75 0.16 -0.88
H5 1.71 0.95 0.43
H6 0.25 -0.47 1.76
H7 -1.19 0.34 1.06
H8 -0.39 -3.45 -0.83
H9 -1.24 -3.13 0.64

Values from the calculation:
HOMO energy   -9.313 eV
Kohn-Sham gap   10.19 eV
SMILES   CCCC(N)=O
Max |F|   2.9 eV Å⁻¹
E   -287.7637 hartree
LUMO energy   0.87 eV

(2)
2 unconnected molecules or ions with the total composition C4H9NO in a non-equilibrium geometry, computed with ωB97M-V/def2-TZVPD.

Geometry (Å):
H1 0.34 -0.17 -1.90
N1 -0.73 0.28 -1.86
C1 -1.13 0.12 -0.72
C2 -2.39 0.42 0.01
H2 -0.22 -0.37 0.03
H3 -2.20 1.11 0.83
H4 -3.11 0.87 -0.68
H5 -2.81 -0.50 0.41
C3 1.93 0.18 1.00
C4 1.31 -0.76 -0.01
O1 1.53 -0.60 -1.25
H6 1.39 0.15 1.95
H7 2.96 -0.14 1.19
H8 1.95 1.20 0.62
H9 1.16 -1.79 0.36

Values from the calculation:
HOMO energy   -9.736 eV
Kohn-Sham gap   10.32 eV
SMILES   [H]/N=C/C.CC=O
Max |F|   2.0 eV Å⁻¹
E   -287.7209 hartree
LUMO energy   0.58 eV

(3)
A molecular structure, C4H9NO in a non-equilibrium geometry, computed with ωB97M-V/def2-TZVPD.

Geometry (Å):
C1 2.05 -0.12 -0.02
C2 0.67 -0.99 0.05
C3 -0.57 -0.23 0.00
C4 -0.57 1.15 -0.10
H1 2.97 -0.99 -0.11
H2 2.05 0.54 1.16
H3 1.93 0.47 -1.00
H4 0.89 -1.44 -0.96
H5 0.62 -1.36 0.86
H6 -1.09 1.95 -0.93
H7 -1.14 1.56 0.99
H8 0.20 1.70 0.20
H9 -3.54 -1.12 -0.14
N1 -1.68 -0.97 -0.05
O1 -2.78 -0.15 0.04

Values from the calculation:
HOMO energy   -8.752 eV
Kohn-Sham gap   9.45 eV
Max |F|   13.4 eV Å⁻¹
E   -287.5176 hartree
LUMO energy   0.70 eV